[1]
{
  "formula": "C6H11N2S",
  "method": "wB97M-V/def2-TZVPD",
  "fmax_ev_per_a": 3.4,
  "homo_ev": -11.12,
  "charge": 1,
  "energy_ha": -742.6002,
  "e_above_lowest_ev": 2.973,
  "smiles": "C1CC2=C(C[NH2+]1)SNC2",
  "species": ["S", "N", "N", "C", "C", "C", "C", "C", "C", "H", "H", "H", "H", "H", "H", "H", "H", "H", "H", "H"],
  "coordinates": [[2.041, -0.718, -2.140], [-1.587, -0.818, -0.219], [3.114, -0.165, -0.866], [1.006, -0.054, 0.097], [2.437, 0.243, 0.353], [0.689, -0.548, -1.081], [-1.380, 0.581, 0.327], [-0.046, 0.444, 1.004], [-0.693, -1.014, -1.388], [0.387, 1.394, 1.435], [-2.285, 0.768, 1.010], [-0.511, -2.034, -1.749], [2.342, 1.356, 0.673], [-1.223, -1.380, 0.543], [-1.048, -0.450, -2.252], [3.778, 0.425, -1.285], [2.928, -0.374, 1.116], [-2.572, -1.034, -0.179], [-0.082, -0.244, 1.874], [-1.222, 1.203, -0.473]]
}

---

[2]
{
  "formula": "C3H5NO2",
  "method": "wB97M-V/def2-TZVPD",
  "fmax_ev_per_a": 0.3,
  "homo_ev": -8.67,
  "charge": 0,
  "energy_ha": -322.5306,
  "e_above_lowest_ev": 1.190,
  "smiles": "N/C(O)=C/C=O",
  "species": ["O", "O", "N", "C", "C", "C", "H", "H", "H", "H", "H"],
  "coordinates": [[2.827, -0.651, -0.605], [-0.626, 1.512, -0.049], [-1.818, -0.383, 0.003], [0.580, -0.542, 0.167], [-0.590, 0.168, 0.055], [1.759, -0.072, -0.517], [1.606, 0.885, -1.069], [0.200, 1.851, 0.330], [-1.907, -1.362, -0.210], [0.563, -1.561, 0.538], [-2.651, 0.185, 0.015]]
}

---

[3]
{
  "formula": "C5H10N2O2",
  "method": "wB97M-V/def2-TZVPD",
  "fmax_ev_per_a": 3.5,
  "homo_ev": -8.31,
  "charge": 0,
  "energy_ha": -456.4110,
  "e_above_lowest_ev": 3.898,
  "species": ["O", "O", "N", "N", "C", "C", "C", "C", "C", "H", "H", "H", "H", "H", "H", "H", "H", "H", "H"],
  "coordinates": [[2.098, 0.916, -0.259], [-1.283, -1.454, -0.544], [1.209, -1.226, -0.445], [-0.971, 1.922, 0.667], [-0.498, 0.336, -1.969], [1.762, -0.105, 0.300], [-0.589, -0.471, -0.705], [-0.859, -0.024, 2.029], [-0.653, 0.704, 0.734], [0.096, -0.188, 2.533], [0.739, -1.989, 0.035], [-0.443, -0.332, -2.831], [-0.764, 2.358, -0.235], [0.384, 0.974, -1.937], [2.188, -0.436, 1.258], [-1.412, -0.951, 1.885], [-1.430, 0.595, 2.720], [-1.375, 0.973, -2.056], [1.802, -1.603, -1.178]]
}

---

[4]
{
  "formula": "C22H39BrN4O8P",
  "method": "wB97M-V/def2-TZVPD",
  "fmax_ev_per_a": 4.9,
  "homo_ev": -10.49,
  "charge": 1,
  "energy_ha": -4597.2913,
  "species": ["Br", "P", "O", "O", "O", "O", "O", "O", "O", "O", "N", "N", "N", "N", "C", "C", "C", "C", "C", "C", "C", "C", "C", "C", "C", "C", "C", "C", "C", "C", "C", "C", "C", "C", "C", "C", "H", "H", "H", "H", "H", "H", "H", "H", "H", "H", "H", "H", "H", "H", "H", "H", "H", "H", "H", "H", "H", "H", "H", "H", "H", "H", "H", "H", "H", "H", "H", "H", "H", "H", "H", "H", "H", "H", "H"],
  "coordinates": [[-0.607, 2.008, -1.424], [-5.320, 1.805, -2.950], [-3.314, 1.128, -5.297], [1.398, -1.854, 7.991], [-3.027, 0.364, -7.246], [-0.018, -0.788, 5.266], [1.242, -3.593, 5.471], [0.417, 0.286, 1.163], [1.202, 0.372, -3.615], [-0.068, -1.949, 1.159], [-3.761, 0.327, -6.311], [-5.679, 3.183, -3.680], [-1.690, 0.038, -3.959], [-3.171, 0.894, -1.523], [-0.163, -1.522, -2.516], [2.269, -2.693, 5.889], [2.866, 4.757, -4.793], [0.139, 0.162, 4.228], [-0.546, -2.024, 4.797], [3.458, 2.622, -2.546], [-3.420, 1.461, -2.870], [2.472, 0.642, -4.270], [3.766, 4.147, -2.335], [2.867, 2.160, -3.903], [-1.781, -0.372, 0.058], [1.229, -0.811, -2.786], [-1.748, 0.374, -1.363], [2.587, 3.228, -4.995], [2.442, -2.623, 7.401], [-1.483, -0.639, -2.620], [-0.104, -3.170, 5.702], [1.093, -2.275, 9.308], [-3.164, 0.369, -4.059], [-0.397, -0.580, 0.797], [3.465, 5.217, -3.437], [2.088, -0.438, -1.455], [3.190, -0.429, -1.813], [2.129, 2.876, -5.993], [2.131, -1.703, 5.450], [-0.268, -2.372, -3.299], [0.617, 1.047, 4.649], [-2.342, -1.367, -0.105], [2.454, -3.640, 7.810], [4.189, 4.555, -1.353], [-6.264, 2.896, -4.495], [-0.725, -4.040, 5.467], [3.316, -0.075, -3.993], [-2.368, -1.388, -2.540], [1.942, -2.094, 9.973], [1.897, -1.580, -3.344], [-0.270, -2.944, 6.755], [-0.212, -2.224, 3.771], [-3.853, -0.536, -3.990], [-3.827, 0.122, -1.311], [-1.188, 0.950, -4.039], [1.884, 0.615, -1.068], [-5.922, 0.675, -3.639], [3.195, -3.095, 5.465], [2.328, 0.598, -5.402], [2.036, -1.237, -0.642], [-5.818, 1.715, -1.586], [3.647, 6.335, -3.302], [-0.835, 0.442, 3.816], [2.605, 5.456, -5.651], [0.541, -2.339, 0.494], [-0.187, -2.076, -1.501], [-1.638, -1.944, 4.810], [0.821, -3.336, 9.322], [-1.432, -0.635, -4.703], [0.235, -1.699, 9.660], [-2.935, 2.470, -3.083], [-2.452, 0.262, 0.747], [3.391, -2.130, 7.642], [0.786, -0.233, 3.440], [3.665, 1.882, -1.699]]
}